(1)
{
  "formula": "C8H8OP2",
  "method": "ωB97M-V with the def2-TZVPD basis set",
  "homo_lumo_gap_ev": [7.0, 7.0],
  "e_above_lowest_kj_mol": 95.60,
  "energy_ha": -1067.330134,
  "lumo_energy_ev": [-1.48, -1.48],
  "spin_multiplicity": 1,
  "charge": 0,
  "smiles": "[H]/P=C1\\CCC#C\\C1=P\\C(C)=O",
  "species": ["H", "P", "C", "C", "C", "C", "C", "C", "P", "C", "C", "O", "H", "H", "H", "H", "H", "H", "H"],
  "positions_angstrom": [[0.62133, -1.99269, -1.47762], [-0.01332, -0.75261, -1.67752], [0.68918, -0.21766, -0.21091], [1.51493, -1.23763, 0.55889], [2.95567, -0.60247, 0.96468], [2.59267, 0.76638, 1.20270], [1.68191, 1.57095, 1.06983], [0.35430, 1.01078, 0.22766], [-0.92887, 2.09306, 0.14691], [-2.30162, 0.85002, 0.00235], [-3.37077, 1.01441, -1.07073], [-2.29887, -0.03585, 0.84378], [1.10674, -1.55260, 1.48487], [1.73529, -2.09709, -0.07143], [3.63328, -0.73253, 0.20701], [3.27131, -1.12119, 1.89526], [-3.11245, 1.58134, -1.97118], [-3.81611, 0.11479, -1.51767], [-4.31460, 1.34061, -0.60688]],
  "forces_ev_per_angstrom": [[-0.43, -0.44, -0.73], [0.68, 0.35, 0.53], [-0.72, -4.93, -2.03], [2.26, 1.38, -0.63], [-1.93, -0.86, 2.62], [-0.90, 0.77, -0.14], [-1.49, -0.86, -1.63], [1.91, 5.29, 3.41], [0.30, 0.12, 0.29], [-0.18, -1.45, -0.31], [-1.25, -0.58, -0.27], [-0.68, 0.81, -0.82], [-0.95, -0.15, 0.73], [-0.14, -0.01, 0.28], [1.83, -0.29, -1.78], [0.10, 0.18, -0.69], [0.20, 0.51, 0.67], [0.93, -0.66, 0.47], [0.46, 0.82, 0.06]]
}

(2)
{
  "formula": "C4H3NO",
  "method": "ωB97M-V with the def2-TZVPD basis set",
  "homo_lumo_gap_ev": 9.5,
  "e_above_lowest_kj_mol": 398.98,
  "energy_ha": -284.021139,
  "lumo_energy_ev": 0.15,
  "spin_multiplicity": 1,
  "charge": 0,
  "smiles": "O=C[C@@H]1C2=N[C@H]21",
  "species": ["O", "C", "C", "C", "N", "C", "H", "H", "H"],
  "positions_angstrom": [[-2.18577, -0.53918, 0.11454], [-1.46991, 0.33772, -0.24268], [0.09425, 0.27867, 0.38642], [1.37269, 0.88616, -0.21292], [2.17149, -0.15764, 0.14491], [1.01937, -0.74885, 0.01815], [-1.76546, 1.13411, -0.98449], [-0.11426, 0.46154, 1.44519], [0.87761, -1.65252, -0.66911]],
  "forces_ev_per_angstrom": [[-0.68, -0.07, 0.01], [2.87, -0.06, 0.03], [-3.99, 0.66, -0.53], [0.79, 0.74, 0.18], [1.65, 1.60, -0.05], [-1.79, -3.71, -1.05], [0.28, -0.39, 0.61], [0.88, 0.00, -0.19], [-0.02, 1.24, 0.96]]
}

(3)
{
  "formula": "C3HO2Zn",
  "method": "ωB97M-V with the def2-TZVPD basis set",
  "homo_lumo_gap_ev": [6.5, 6.5],
  "e_above_lowest_kj_mol": 427.88,
  "energy_ha": -2044.146952,
  "lumo_energy_ev": [-8.19, -8.19],
  "spin_multiplicity": 1,
  "charge": 1,
  "species": ["H", "C", "C", "O", "Zn", "O", "C"],
  "positions_angstrom": [[1.41966, 0.31907, -1.28107], [0.61730, 0.88006, -0.22670], [0.35125, -0.33695, -0.67916], [0.46895, 1.22435, 0.98787], [-1.26116, -0.98645, -1.48464], [-0.86609, -0.90756, 0.85169], [-0.72990, -0.19254, 1.83200]],
  "forces_ev_per_angstrom": [[-0.28, -0.51, 0.38], [-2.70, -1.13, 6.09], [1.93, 0.80, -3.64], [1.95, 1.42, -4.04], [0.21, 0.22, -0.10], [-0.37, 2.19, 5.27], [-0.75, -2.99, -3.97]]
}

(4)
{
  "formula": "C3H5O3",
  "method": "ωB97M-V with the def2-TZVPD basis set",
  "homo_lumo_gap_ev": 10.7,
  "e_above_lowest_kj_mol": 679.66,
  "energy_ha": -342.448526,
  "lumo_energy_ev": -4.53,
  "spin_multiplicity": 1,
  "charge": 1,
  "species": ["C", "C", "C", "O", "O", "O", "H", "H", "H", "H", "H"],
  "positions_angstrom": [[-2.02548, 0.10977, 0.75278], [-0.76274, 0.43934, 1.02079], [0.71193, 0.03864, -0.99203], [-2.38094, 0.35864, -0.50889], [-1.30210, 1.02551, -1.12302], [-0.17730, 0.99112, -0.23540], [-2.63841, -0.34958, 1.51495], [0.03592, 0.42925, 1.75620], [0.83736, 0.49689, -2.04863], [1.63218, 0.20689, -0.43424], [0.42992, -0.93242, -0.79061]],
  "forces_ev_per_angstrom": [[2.43, 0.32, 1.28], [0.40, 0.18, -0.40], [2.73, 3.32, -0.50], [-1.19, -0.54, 0.01], [-0.79, 1.26, -0.62], [-0.67, -1.09, -0.75], [-0.70, -0.02, -0.57], [-0.77, -0.16, 0.27], [-0.57, -1.22, 1.87], [0.37, -0.05, -0.28], [-1.24, -2.00, -0.31]]
}